The following is a quantum chemistry calculation of a cluster of 21 separate species, C18H61NO22S2 in total, from OMol25.

Each line ends with the Mulliken charge.
Positions of all 104 atoms, in Å:
S: 4.1639 2.1524 -5.4137  -0.25
N: 5.1685 -0.2103 -5.9282  -0.63
O: 6.0301 -2.2406 -6.2078  -0.50
O: 0.2417 -2.1870 1.1176  -0.59
S: 4.3452 -1.8589 -4.0615  -0.13
C: 4.3502 0.5174 -5.1618  0.19
C: 5.2297 -1.4288 -5.4899  0.65
C: 3.7139 -0.1975 -4.0485  0.24
C: 2.8547 0.3664 -3.1905  -0.72
C: 1.1745 -2.2818 -1.0010  -0.32
C: 1.1498 -0.1292 0.0752  0.22
C: 1.7559 -1.6785 -2.1279  -0.06
C: 1.6601 0.4933 -1.0232  -0.97
C: 0.8204 -1.4925 0.0716  0.66
C: 2.1113 -0.3351 -2.0709  0.93
C: -0.3483 -1.4785 2.2312  -0.99
C: -3.3901 2.3666 4.2951  -1.11
C: -3.9922 2.1836 2.8843  -0.48
C: -1.8796 2.2627 4.1953  -0.94
C: -1.6960 -0.8485 1.7463  -0.04
C: -3.5330 0.7810 2.2557  -0.16
C: -1.2449 1.2257 3.2168  0.13
C: -2.1938 0.1893 2.7956  3.71
H: 6.2728 -1.7458 -7.0679  0.50
H: 2.7777 1.4811 -3.1773  0.27
H: 0.9565 -3.3097 -1.0062  0.11
H: 0.9745 0.4906 0.9786  -0.01
H: 2.0876 -2.2762 -2.9395  -0.04
H: 1.8526 1.5527 -0.9219  0.38
H: 0.4294 -0.7899 2.5961  0.49
H: -0.5796 -2.0772 3.1463  0.20
H: -3.7376 3.3383 4.6990  0.45
H: -3.7115 1.5103 4.9041  0.29
H: -5.0950 2.3954 2.8576  0.39
H: -3.4839 2.9757 2.2753  -0.03
H: -1.5705 3.2359 3.8031  0.27
H: -1.3626 2.0818 5.1520  0.38
H: -1.6623 -0.4811 0.6997  0.48
H: -2.4238 -1.6995 1.7564  0.04
H: -4.3813 0.1104 2.4147  -0.12
H: -3.5597 0.8890 1.1689  0.06
H: -0.3471 0.7515 3.7195  0.13
H: -0.7880 1.7807 2.4094  -0.46
H: -2.4127 -0.3957 3.6696  -2.11
O: 3.4892 0.3253 -8.2177  -0.73
H: 4.1629 0.1446 -7.4847  0.43
H: 2.6837 0.7746 -7.8017  0.32
O: 2.4058 -3.0019 3.1639  -0.64
H: 1.7119 -3.0790 2.4315  0.35
H: 2.4230 -3.8750 3.6748  0.31
O: 1.7431 3.4175 2.2407  -0.71
H: 2.2636 3.3721 1.3743  0.36
H: 1.9329 2.5744 2.7670  0.32
O: -3.0679 -1.6873 5.5296  -0.68
H: -2.2442 -1.1049 5.4518  0.29
H: -2.8417 -2.4756 6.1222  0.30
O: -0.3941 -1.5135 5.8571  -0.60
H: 0.1871 -0.7917 6.2634  0.28
H: -0.0565 -2.4101 6.1823  0.27
O: -4.5066 -2.7766 0.5358  -0.63
H: -5.2439 -2.1126 0.3379  0.29
H: -4.2740 -2.7058 1.5180  0.32
O: 6.7645 -1.1589 -8.6509  -0.68
H: 6.6239 -0.2978 -9.1632  0.32
H: 6.6590 -1.9306 -9.2967  0.33
O: 0.0069 -2.4871 -4.9429  -0.65
H: -0.6790 -2.2189 -4.2492  0.29
H: 0.4864 -3.3132 -4.6091  0.38
O: -2.5104 2.5896 -0.3075  -0.52
H: -3.4191 3.0344 -0.3217  0.23
H: -1.8836 3.1704 0.2343  0.28
O: -5.3497 3.0098 0.3577  -0.64
H: -5.8414 2.4204 1.0170  0.30
H: -5.2386 3.9248 0.7749  0.34
O: -6.6183 -1.6288 3.1569  -0.66
H: -6.6600 -0.6395 2.9488  0.32
H: -7.4155 -2.0760 2.7231  0.32
O: 0.8498 -4.9067 -3.8995  -0.66
H: 1.5407 -5.2702 -3.2560  0.28
H: 0.0135 -5.4700 -3.8155  0.33
O: -0.6466 4.0698 0.8223  -0.57
H: -0.5858 5.0781 0.7652  0.26
H: 0.1821 3.7302 1.2931  0.32
O: 1.7850 -5.5329 0.1651  -0.62
H: 2.1063 -5.7680 -0.7651  0.28
H: 0.7815 -5.4086 0.1298  0.35
O: -0.3772 2.8155 -2.4261  -0.60
H: -0.2467 3.8188 -2.4150  0.28
H: -0.9045 2.5571 -1.6021  0.35
O: 7.4136 1.1832 -4.9552  -0.67
H: 8.1540 1.5218 -5.5561  0.30
H: 6.5579 1.1555 -5.4945  0.29
O: -3.7833 0.1701 -1.5809  -0.60
H: -3.0724 0.8152 -1.2613  0.26
H: -3.3420 -0.5115 -2.1845  0.29
O: -4.1705 -2.7489 3.3818  -0.80
H: -5.0197 -2.2137 3.2542  0.41
H: -3.6581 -2.3470 4.1561  0.31
O: 1.3756 2.9948 5.6844  -0.64
H: 0.5531 3.5841 5.6828  0.34
H: 1.9402 3.2396 4.8813  0.30
O: 3.2169 3.8767 -0.0662  -0.66
H: 3.1209 4.4991 -0.8581  0.29
H: 4.1890 3.6052 0.0052  0.30

Atoms 1-2, force components in eV/Å:
-0.1 -0.5 0.0
-0.4 -0.5 0.0

total charge	0
LUMO level	-0.0265	Eh
energy above the lowest of the compared OMol25 structures with the same formula, charge and spin	0.0	kcal per mole
maximum force	3.0	eV Å⁻¹


The following is a quantum chemistry calculation of a structure of composition C18H62BN14O12Pd, from OMol25.

Each line ends with the Mulliken charge.
Positions of all 108 atoms, in Å:
N: -0.3157 2.9080 1.3118  0.03
H: -0.4222 2.1390 0.5777  -0.24
H: 0.3003 3.6823 0.9732  0.25
H: 0.1015 2.7374 2.2275  0.42
H: -1.2357 3.3096 1.4994  0.51
N: 1.1509 0.1029 -3.1526  -0.16
H: 0.8388 -0.8374 -3.4150  0.37
H: 0.4777 0.3253 -2.3783  -0.37
H: 0.9825 0.7549 -3.9137  0.38
H: 2.1484 0.0824 -2.9516  0.38
Pd: -1.4886 -2.6114 0.2363  0.10
B: -2.7133 -3.7515 1.8262  1.43
H: -3.2032 -4.0692 0.8297  -0.45
H: -2.9810 -2.6370 1.9268  -0.53
H: -3.1180 -4.3686 2.7051  -0.17
H: -1.5941 -3.9300 1.8151  -0.35
C: -0.9201 -0.0500 -0.3322  0.84
O: -1.6209 -0.3635 0.6819  0.18
O: -0.6439 -1.0095 -1.1132  -1.05
O: -0.5122 1.1299 -0.6495  0.25
C: -0.0043 -5.7145 -0.0400  -0.88
O: -0.5539 -4.5594 -0.6523  -0.11
C: -1.5926 -4.9651 -1.5686  -0.56
C: -2.1441 -3.7997 -2.3359  -0.72
N: -3.0252 -3.0072 -1.4720  0.32
C: -3.4668 -1.8298 -2.2833  -0.52
C: -4.9378 -1.4895 -2.1578  -1.10
O: -5.6508 -2.5259 -2.8296  -0.39
C: -7.0317 -2.5561 -2.5420  -0.81
H: 1.0641 -5.4469 0.0014  0.22
H: -0.0325 -6.6610 -0.5736  0.44
H: -0.1635 -5.7931 1.0375  0.25
H: -2.3671 -5.5497 -1.0617  0.38
H: -1.2197 -5.7269 -2.2637  0.57
H: -2.6757 -4.2103 -3.2007  0.52
H: -1.3684 -3.1193 -2.6931  0.19
H: -3.9368 -3.4674 -1.4435  0.39
H: -3.3493 -2.0792 -3.3435  0.32
H: -2.8163 -0.9699 -2.1281  -0.04
H: -5.2751 -0.5159 -2.5279  0.58
H: -5.3688 -1.4297 -1.1470  0.47
H: -7.4658 -1.5936 -2.2696  0.34
H: -7.2159 -3.3214 -1.7814  0.29
H: -7.6268 -2.9356 -3.3755  0.26
C: 6.7337 -0.5303 0.9393  -0.69
O: 6.5766 0.8078 0.5576  -0.31
C: 7.4302 1.7366 1.2323  -0.51
C: 7.1474 1.9067 2.7151  -1.02
N: 5.6989 2.0128 3.0404  -0.25
C: 5.0454 3.1001 2.3333  -0.32
C: 3.5396 3.0101 2.6782  -0.85
O: 2.9682 1.7568 2.3907  -0.40
C: 2.8054 1.5373 1.0033  -0.21
H: 6.3996 -0.6416 1.9808  0.22
H: 7.7564 -0.9246 0.9955  0.36
H: 6.2081 -1.2505 0.3148  0.25
H: 7.1867 2.7303 0.8629  0.32
H: 8.4688 1.4837 1.0212  0.46
H: 7.7343 2.6907 3.1943  0.36
H: 7.3317 1.0340 3.3565  0.47
H: 5.2812 1.1112 2.8678  0.23
H: 5.0988 3.0516 1.2349  0.22
H: 5.4716 4.0928 2.4903  0.49
H: 3.0190 3.9152 2.3403  0.36
H: 3.4080 3.0593 3.7645  0.38
H: 2.5794 2.3730 0.3362  0.17
H: 2.0671 0.7511 0.8415  -0.17
H: 3.7456 1.1416 0.5939  0.35
C: -1.5695 -0.8923 4.5476  0.51
O: -1.5025 -1.5838 5.5474  -0.63
N: -0.7590 0.2194 4.3369  -0.38
N: -2.5072 -0.9893 3.5666  -0.29
H: -0.0582 0.3166 5.0599  0.18
H: -1.1192 1.0815 3.9766  0.17
H: -2.9811 -1.8787 3.4970  0.28
H: -2.3037 -0.5843 2.6689  -0.01
C: -2.8288 1.5916 -4.3683  0.59
O: -3.9233 1.3505 -3.8791  -0.58
N: -2.5984 1.9077 -5.6752  -0.40
N: -1.7039 1.6300 -3.5839  0.00
H: -1.6569 2.0963 -5.9415  0.10
H: -3.3802 1.9427 -6.3047  0.27
H: -0.8598 1.9219 -4.0274  0.18
H: -1.8464 1.5379 -2.5889  -0.34
C: 1.5159 -2.1679 1.8682  0.50
O: 0.5174 -2.6407 1.3005  -0.48
N: 1.4656 -0.9738 2.4857  -0.04
N: 2.7458 -2.6490 1.5392  -0.43
H: 2.3147 -0.4671 2.6559  0.01
H: 0.5386 -0.6025 2.6466  -0.06
H: 2.6973 -3.3704 0.8420  0.19
H: 3.6104 -2.3271 1.9296  0.15
C: -4.6404 2.2359 0.2995  0.44
O: -5.5558 3.0270 0.4904  -0.65
N: -3.9163 1.6075 1.2820  -0.32
N: -3.9439 2.2594 -0.8929  -0.18
H: -3.8185 2.2119 2.0877  0.22
H: -3.0813 1.0578 1.1463  -0.04
H: -3.2111 1.5707 -0.8539  -0.07
H: -4.4316 2.5179 -1.7372  0.23
C: 1.5392 4.8103 -1.0878  0.57
O: 1.3674 4.7586 0.1271  -0.79
N: 2.1238 5.8378 -1.7368  -0.40
N: 0.8757 3.9194 -1.9180  -0.27
H: 2.7066 6.4972 -1.2539  0.24
H: 1.8958 5.9842 -2.7018  0.17
H: 0.5785 3.0127 -1.5756  0.00
H: 0.9963 3.9902 -2.9131  0.21

Atoms 1-2, force components in eV/Å:
-0.1 1.6 0.9
0.3 -0.6 0.0

total charge	+1
LUMO level (spin up / spin down)	-0.1392 / -0.1393	Eh
multiplicity	3
maximum force	3.4	eV Å⁻¹


The following is a quantum chemistry calculation of a cluster of 13 separate species, C18H62N2O13 in total, from OMol25.

Each line ends with the Mulliken charge.
Positions of all 95 atoms, in Å:
C: 3.9305 0.4195 0.2188  -1.32
C: 3.6427 -0.3675 1.4938  1.21
O: 4.9217 -0.8595 2.0068  -0.63
H: 4.4426 -0.1803 -0.4991  0.38
H: 4.5892 1.2487 0.3862  0.44
H: 3.0394 0.8251 -0.2029  0.22
H: 2.9901 -1.1959 1.3652  -0.44
H: 3.2162 0.3433 2.2408  -0.10
H: 4.6008 -1.5504 2.6623  0.35
C: 1.6937 -6.0701 0.6731  -1.33
C: 1.0494 -4.7891 0.1029  0.93
O: 1.1759 -4.8970 -1.2982  -0.59
H: 1.0298 -6.8457 0.5653  0.37
H: 1.8047 -5.8829 1.7626  0.30
H: 2.6423 -6.4496 0.2687  0.36
H: 1.5878 -3.9292 0.5756  -0.42
H: -0.0537 -4.5077 0.3311  0.09
H: 0.3217 -4.8560 -1.6881  0.36
C: 0.2505 -3.2108 2.9962  -0.69
C: -1.0904 -2.6316 3.0126  -0.08
O: -1.6399 -2.7008 1.6854  -0.40
H: 0.5834 -3.2653 4.0473  0.43
H: 1.0817 -2.6897 2.5403  -0.09
H: 0.2364 -4.2155 2.5773  0.20
H: -1.2071 -1.6264 3.3736  0.02
H: -1.6283 -3.3458 3.6021  0.51
H: -2.6173 -2.6353 1.6311  0.13
C: 1.9497 3.1418 1.3352  0.13
C: 1.3636 4.5854 1.3873  -0.79
O: 1.5594 5.1608 0.1172  -0.53
H: 2.8148 3.2253 0.6928  0.37
H: 1.3282 2.3309 0.9219  -0.44
H: 2.3782 2.9863 2.3337  0.22
H: 1.8670 5.2776 2.0550  0.46
H: 0.3196 4.6779 1.6654  0.32
H: 1.2295 6.0568 0.1593  0.28
C: -3.2910 3.6885 -1.1766  -1.08
C: -1.7597 3.4955 -1.4209  0.47
O: -1.0650 4.0525 -0.4149  -0.53
H: -3.5517 3.1900 -0.2461  0.06
H: -3.9116 3.2254 -1.9390  0.32
H: -3.6239 4.7273 -1.0414  0.38
H: -1.5502 3.9972 -2.3564  0.33
H: -1.4412 2.4597 -1.5782  -0.22
H: -0.1204 3.9901 -0.5491  0.24
C: 1.6294 -0.5294 -2.9302  0.08
O: 0.3182 -0.1774 -3.0524  -0.55
N: 2.5035 -0.2836 -3.8624  -0.39
N: 2.1097 -1.1709 -1.9346  0.02
H: 2.2393 0.2228 -4.7294  0.31
H: 3.3551 -0.8585 -3.9917  0.19
H: 1.5354 -1.5040 -1.1058  -0.33
H: 3.1158 -1.3387 -1.8763  0.19
C: 0.5129 0.8363 3.9021  0.08
O: 1.4095 1.4389 4.8275  -0.59
H: -0.4075 0.3573 4.2999  0.22
H: 1.0970 0.0543 3.3191  0.00
H: 0.1264 1.6208 3.1523  -0.07
H: 2.1670 1.8873 4.3594  0.35
C: -2.8029 1.7842 1.8653  -0.21
O: -2.9199 0.6287 2.6610  -0.54
H: -3.6322 2.4497 1.9699  0.54
H: -2.7301 1.4695 0.8432  -0.49
H: -1.9597 2.3493 2.2058  0.30
H: -2.8429 0.8328 3.6037  0.30
C: -2.8509 0.7654 -3.2444  -0.42
O: -1.7591 1.0961 -4.0462  -0.62
H: -3.7425 1.3258 -3.4008  0.51
H: -2.7116 0.8721 -2.1941  -0.33
H: -3.0756 -0.2926 -3.3270  0.38
H: -0.9819 0.7176 -3.6246  0.62
C: 1.2208 3.1595 -3.0250  -1.03
O: 1.2976 2.5227 -1.8097  -0.17
H: 1.0612 4.1643 -2.8539  0.42
H: 0.4828 2.7058 -3.6440  0.35
H: 2.1145 3.0449 -3.6168  0.22
H: 1.0411 1.5815 -1.8750  0.06
C: -1.5824 -2.5998 -2.1495  0.14
O: -0.5608 -2.7879 -3.1298  -0.68
H: -1.6238 -1.5377 -1.8878  -0.55
H: -1.2979 -3.1534 -1.3782  0.10
H: -2.5959 -2.8559 -2.4658  0.44
H: 0.3071 -2.5603 -2.8929  0.33
C: -0.0196 -0.2255 0.2621  1.36
O: 0.3250 -1.6101 0.1016  1.38
H: 0.8947 0.3177 0.3272  -1.12
H: -0.6710 0.0014 1.1229  0.03
H: -0.4992 0.2212 -0.6217  -0.16
H: -0.3232 -2.1052 0.6159  -0.86
C: -3.7546 -1.0780 -0.3628  -0.21
O: -4.4434 -2.0873 0.3581  -0.57
H: -2.6804 -0.9882 -0.0134  -0.29
H: -4.2499 -0.1523 -0.0594  0.50
H: -3.9206 -1.2456 -1.4588  0.26
H: -5.3138 -1.6892 0.3912  0.34

Atoms 1-2, force components in eV/Å:
0.0 -0.4 0.8
1.7 1.8 0.5

total charge	0
LUMO level	0.0137	Eh
energy above the lowest of the compared OMol25 structures with the same formula, charge and spin	9.9	kcal per mole
maximum force	7.3	eV Å⁻¹


The following is a quantum chemistry calculation of a cluster of 14 separate species, C18H64N24O14 in total, from OMol25.

Each line ends with the Mulliken charge.
Positions of all 120 atoms, in Å:
C: -0.6039 -0.2734 1.2828  0.82
C: 0.5453 0.1099 0.3668  0.84
C: 0.0749 0.3175 -1.0693  0.16
O: 0.9101 1.4048 0.7606  1.65
H: -1.2791 0.5705 1.4917  -0.69
H: -0.2526 -0.7489 2.2256  -0.10
H: -1.1541 -1.1028 0.7904  -0.05
H: 1.3789 -0.6304 0.4354  -0.58
H: -0.2749 -0.5841 -1.5551  0.20
H: 0.8497 0.8346 -1.5664  -0.83
H: -0.7911 0.9702 -1.1167  0.03
H: 1.3121 1.3234 1.6544  -0.48
C: 0.7552 -4.8154 -3.5140  -1.76
C: 0.4171 -3.3650 -3.8416  1.25
C: 0.2201 -3.1387 -5.3052  -1.37
O: -0.7945 -2.9953 -3.1047  -0.52
H: -0.1172 -5.4864 -3.6643  0.40
H: 1.0932 -5.0923 -2.5285  0.40
H: 1.5021 -5.1460 -4.2172  0.44
H: 1.2714 -2.8249 -3.3914  -0.06
H: -0.3718 -3.9271 -5.7784  0.40
H: 1.1781 -3.1413 -5.8231  0.41
H: -0.3014 -2.1644 -5.4041  0.17
H: -0.8991 -3.7604 -2.4609  0.09
C: -1.4299 -5.3592 0.0056  0.60
O: -0.3890 -4.6800 0.1663  -0.65
N: -2.6575 -4.8885 -0.4879  -0.40
N: -1.4048 -6.7203 0.2399  -0.54
H: -2.7089 -3.8971 -0.6533  0.21
H: -3.0980 -5.4514 -1.1974  0.26
H: -0.7672 -7.1232 0.9317  0.30
H: -2.3709 -7.0583 0.3969  0.23
C: 4.4622 -1.4205 -0.0033  0.54
O: 4.4983 -0.6797 -0.9434  -0.64
N: 4.7775 -2.7088 -0.0333  -0.43
N: 4.0869 -0.9247 1.1777  -0.15
H: 4.9766 -3.0603 -0.9765  0.28
H: 5.1219 -3.1653 0.7837  0.20
H: 4.1991 0.0671 1.3786  0.09
H: 4.1294 -1.5696 1.9381  0.11
C: 0.5982 -2.6569 3.5957  0.17
O: 0.7326 -2.0011 4.6074  -0.72
N: -0.4191 -3.3182 3.0893  -0.08
N: 1.6177 -2.7185 2.7957  -0.27
H: -0.2599 -3.8525 2.2313  0.16
H: -1.3809 -3.4160 3.4127  0.23
H: 1.6394 -2.5728 1.8209  0.16
H: 2.4599 -2.3621 3.3088  0.23
C: 1.4736 4.5883 1.4358  0.20
O: 0.8044 4.6881 2.5031  -0.79
N: 2.8195 4.5928 1.4635  -0.16
N: 0.8509 4.3809 0.2143  -0.03
H: 3.4422 4.5871 0.6719  0.16
H: 3.2403 4.8168 2.3583  0.28
H: -0.0663 4.8438 0.1596  0.23
H: 1.5129 4.3523 -0.5690  0.15
C: -3.2669 -0.7456 -1.6601  0.31
O: -3.6001 -1.7299 -1.0309  -0.71
N: -3.3617 0.5827 -1.1669  -0.04
N: -2.6856 -0.8247 -2.8654  -0.24
H: -4.1325 0.6119 -0.4830  0.27
H: -3.5110 1.3143 -1.8034  0.11
H: -2.1979 -1.6231 -3.2305  0.17
H: -2.3915 0.0502 -3.2431  0.12
C: -4.7310 -1.6147 2.7165  0.53
O: -4.4510 -1.6614 3.9121  -0.71
N: -3.7914 -1.4186 1.7948  0.13
N: -5.9521 -1.6247 2.1678  -0.43
H: -3.9676 -1.6312 0.8230  0.31
H: -2.8015 -1.4218 2.1355  -0.27
H: -6.6423 -1.9971 2.8291  0.27
H: -6.0402 -1.8178 1.2098  0.21
C: -0.8938 1.1787 5.7621  0.39
O: 0.0410 1.8466 5.3372  -0.64
N: -0.9841 -0.1757 6.0383  -0.42
N: -2.0796 1.7586 6.2250  -0.46
H: -1.8086 -0.5951 5.6407  0.22
H: -0.1429 -0.7162 5.9816  0.30
H: -2.8124 1.0983 6.4965  0.25
H: -2.4117 2.5622 5.7376  0.26
C: -1.7701 2.7212 -3.5282  0.32
O: -1.0819 2.0020 -4.2138  -0.61
N: -3.1097 2.8158 -3.5708  -0.37
N: -1.1535 3.5479 -2.6424  -0.37
H: -3.5355 3.5750 -3.0812  0.21
H: -3.5252 2.2377 -4.2827  0.27
H: -1.6686 3.6757 -1.8009  0.22
H: -0.1481 3.4641 -2.4595  0.26
C: 1.9556 0.0626 -5.4091  0.49
O: 2.7277 -0.8400 -5.7917  -0.69
N: 1.0120 0.5780 -6.1950  -0.49
N: 2.1504 0.6832 -4.2306  -0.18
H: 0.2052 1.0777 -5.7745  0.39
H: 0.6465 -0.1324 -6.8769  0.28
H: 2.8555 0.1031 -3.7242  0.20
H: 1.3900 0.9209 -3.6682  0.06
C: 3.2014 3.0939 -1.8364  0.52
O: 2.3887 3.9553 -2.1305  -0.72
N: 3.1238 2.3264 -0.7351  0.24
N: 4.3305 2.8042 -2.6446  -0.42
H: 3.6743 1.5130 -0.8903  0.23
H: 2.3838 2.3176 -0.0681  -0.31
H: 5.0225 2.0821 -2.5236  0.18
H: 4.3013 3.1599 -3.5913  0.27
C: -2.3795 4.1789 0.8434  0.26
O: -2.9981 3.8041 -0.2282  -0.74
N: -2.1729 5.5645 0.9245  -0.38
N: -1.9231 3.4602 1.8713  -0.25
H: -2.4737 6.0887 0.1222  0.23
H: -1.7116 5.9090 1.7664  0.24
H: -1.9192 2.4829 1.8105  0.13
H: -1.0618 3.9236 2.2544  0.18
C: 3.1150 1.8001 3.8537  0.21
O: 4.1746 1.4920 3.3839  -0.69
N: 2.6543 2.7342 4.7874  -0.22
N: 2.0276 1.0065 3.2730  -0.22
H: 3.4141 3.1120 5.3698  0.27
H: 1.7398 2.6109 5.1778  0.39
H: 1.1784 0.8448 3.7721  0.10
H: 2.4162 0.1908 2.8733  -0.13

Atoms 1-2, force components in eV/Å:
-0.3 -2.0 0.1
-1.2 0.4 -0.3

total charge	0
LUMO level	0.0086	Eh
energy above the lowest of the compared OMol25 structures with the same formula, charge and spin	0.0	kcal per mole
maximum force	6.5	eV Å⁻¹